1.
ORCA calculation (ωB97M-V/def2-TZVPD) on a molecular structure, C11H10INO13P2S2Sr.

Geometry as XYZ:
```
41
Properties=species:S:1:pos:R:3:forces:R:3
Sr 0.019400 -0.403700 0.023100 -1.4 0.3 1.3
O 0.990700 -1.754900 2.005700 -0.2 0.2 0.1
P -0.296400 -1.147200 2.804400 -0.5 -0.3 2.4
O -0.084000 -1.239600 4.266800 0.1 -0.1 -0.2
O -0.631200 0.143300 2.135000 0.0 0.1 1.2
O -1.430200 -2.273600 2.420100 0.2 0.5 -0.4
P -2.514300 -2.033400 1.230900 -1.4 -0.6 0.4
O -3.402100 -0.799500 1.851900 0.4 -0.1 -0.5
O -3.370700 -3.238100 1.168800 0.1 -0.1 0.0
O -1.858200 -1.489600 0.004900 -2.0 -1.2 0.0
H 1.225900 -2.591800 2.409700 0.2 -0.2 -0.1
H -3.836500 -1.171800 2.616200 -0.4 0.0 0.4
O 1.569000 2.246300 -1.567200 0.1 -0.3 0.2
S 1.064700 1.275600 -2.520400 -0.1 1.8 -2.1
O 0.516900 1.941100 -3.700400 0.1 -0.4 0.0
O 0.150300 0.261100 -2.009800 0.5 0.9 -2.7
C 2.517000 0.399300 -3.127000 -0.5 0.3 0.1
C 2.974700 0.717700 -4.395300 -0.1 0.1 -0.1
C 4.109800 0.110800 -4.906200 -0.1 0.0 0.1
C 4.787200 -0.819500 -4.130500 0.0 0.0 0.0
C 4.326600 -1.127900 -2.858700 0.1 -0.1 0.1
C 3.188300 -0.518400 -2.350700 -0.1 -0.2 0.5
S 2.589200 -1.014100 -0.705300 3.5 -1.5 -0.4
O 3.743100 -1.665200 -0.101900 -0.2 0.3 -0.2
O 1.502700 -1.939700 -0.982100 0.2 -0.6 -0.4
O 2.165100 0.185300 -0.010300 2.1 0.5 0.0
H 2.397300 1.440600 -4.950100 0.0 0.1 -0.1
H 4.458300 0.361100 -5.902200 0.0 0.0 0.0
H 5.678500 -1.297600 -4.518800 0.0 0.0 0.0
H 4.839100 -1.835600 -2.225000 0.1 -0.1 0.0
I -5.643600 2.546000 0.178400 0.3 0.0 0.0
C -3.549000 2.753700 0.025400 -0.6 0.0 0.0
C -2.997700 4.019500 -0.012100 0.2 -0.1 0.0
C -1.618700 4.105800 -0.106300 -0.1 0.0 0.1
C -0.873700 2.933100 -0.148600 0.0 0.5 0.0
N -1.432800 1.735600 -0.124900 -0.1 0.3 0.0
C -2.746400 1.629200 -0.042100 -0.4 -0.1 0.1
H -3.616800 4.904900 0.030300 0.0 0.0 0.0
H -1.134100 5.070700 -0.143500 0.1 0.0 0.0
H 0.203700 2.943700 -0.248400 -0.1 0.1 0.1
H -3.138300 0.621300 -0.007500 -0.1 0.1 0.0
```
Forces are in eV/Å.

Values from the calculation:
total charge = -2
M = 704.80 g mol⁻¹
energy above the lowest of the compared OMol25 structures with the same formula, charge and spin = 2.617 eV


2.
ORCA calculation (ωB97M-V/def2-TZVPD) on C2H6N4 in the gas phase.

Geometry as XYZ:
```
12
Properties=species:S:1:pos:R:3:forces:R:3
C -0.037315 -0.340066 -0.382293 2.0 0.7 1.8
C 1.730420 1.234666 -0.050801 1.0 0.4 -1.7
N -1.914334 -1.010642 -1.724363 -2.7 -1.5 0.9
N -0.928248 -1.045374 0.326003 -0.1 0.0 0.0
N -2.030543 -1.363133 -0.584914 2.7 2.0 -2.7
N 0.618640 0.453957 0.449603 -0.1 0.3 2.5
H 2.048985 0.584949 -0.920848 0.1 1.2 0.8
H 1.371559 2.250676 -0.525090 0.9 -1.7 1.4
H 2.625878 1.292546 0.666221 -1.6 0.2 -0.9
H -1.246125 -0.685239 1.219017 -0.3 0.0 0.3
H -2.636277 -1.863412 -0.009075 -2.5 -1.7 0.4
H 0.397360 0.491072 1.536539 0.6 0.1 -2.7
```
Forces are in eV/Å.

Values from the calculation:
M = 86.10 g mol⁻¹
energy above the lowest of the compared OMol25 structures with the same formula, charge and spin = 6.194 eV


3.
ORCA calculation (ωB97M-V/def2-TZVPD) on 5 unconnected molecules or ions with the total composition C34H32BrINO21.

Geometry as XYZ:
```
90
Properties=species:S:1:pos:R:3:forces:R:3
C 5.332491 2.316775 -2.377861 -0.3 0.4 -0.4
C 3.856247 2.008197 -2.656245 0.2 0.0 0.4
C 3.151398 0.965361 -1.772238 0.2 -0.3 -0.7
Br 4.451397 -0.361668 -1.114102 -0.2 0.1 0.2
N 2.058197 0.334668 -2.572882 0.0 0.1 0.6
O 2.301073 -1.044135 -2.781216 -0.3 -0.1 -1.0
C 0.709065 0.525281 -2.011786 0.3 0.2 -0.3
I 0.353940 2.707863 -2.007234 -0.1 -0.1 -0.1
C -0.307927 -0.057895 -3.003178 -0.5 0.2 0.2
C -1.668745 -0.440884 -2.422566 -0.3 -0.3 -0.3
C -2.612673 0.716528 -2.206333 0.2 0.1 -0.4
O -3.976632 0.197918 -2.186460 0.4 -0.1 0.2
C -4.768343 0.886360 -1.322198 0.1 0.3 -0.6
C -5.221550 2.224174 -1.824854 -0.1 0.0 -0.1
O -5.068701 0.449497 -0.261534 -0.4 -0.5 0.8
C 0.480337 -0.016570 -0.564678 -0.5 0.5 0.4
O 1.112478 -1.066532 -0.335947 0.1 -0.4 -0.2
O -0.339953 0.587552 0.149031 0.2 -0.2 -0.1
H 5.608564 2.170273 -1.341190 0.1 -0.2 0.1
H 5.513082 3.365446 -2.619205 0.1 0.1 0.0
H 5.971530 1.741679 -3.039637 0.2 -0.3 0.2
H 3.301017 2.934494 -2.520283 -0.2 0.0 -0.1
H 3.707320 1.704512 -3.687438 0.1 0.0 -0.1
H 2.752843 1.439025 -0.888744 0.0 -0.2 0.2
H 1.752141 -1.516671 -2.130556 0.3 0.2 0.8
H -0.474525 0.683432 -3.782351 0.1 0.0 -0.2
H 0.091860 -0.928676 -3.510258 0.3 -0.1 0.2
H -2.151943 -1.059026 -3.177764 0.0 -0.1 0.1
H -1.596292 -1.050050 -1.524845 0.1 0.1 0.2
H -2.382496 1.259529 -1.292888 -0.1 0.0 0.2
H -2.529996 1.398795 -3.055710 0.0 0.2 0.0
H -6.072794 2.552334 -1.241529 0.0 0.2 0.1
H -4.386748 2.914233 -1.719231 0.0 0.2 0.0
H -5.494684 2.172807 -2.874296 0.1 0.0 -0.1
C 2.788671 4.494406 3.634295 0.0 0.1 0.1
C 2.909696 3.935124 2.420441 0.1 0.2 0.3
C 1.872623 2.984708 1.881744 -0.4 -0.3 0.3
O 2.047818 2.516934 0.780372 0.5 0.2 -0.1
C 0.725721 2.654447 2.712256 -0.1 -0.1 -0.1
C 0.612783 3.215502 3.921442 -0.1 -0.1 -0.1
C 1.633794 4.182638 4.453081 0.3 0.1 -0.1
O 1.441148 4.654985 5.562869 -0.1 -0.1 0.1
O -0.397504 2.973434 4.756142 0.0 0.0 0.1
O 3.938287 4.162485 1.619839 -0.1 -0.1 -0.2
H 3.526759 5.173433 4.037540 0.0 0.0 0.0
H 0.005562 1.953803 2.301943 0.0 0.0 -0.1
H -0.220778 3.512958 5.549048 0.0 0.0 0.0
H 3.773469 3.632463 0.813980 0.0 -0.1 0.0
C -1.215834 -2.191936 -7.384343 0.1 0.0 0.1
C -1.497892 -2.361199 -8.682368 0.1 0.0 0.1
C -2.880088 -2.134470 -9.239441 -0.3 0.1 0.1
O -3.031156 -2.299059 -10.437884 0.1 -0.1 -0.1
C -3.938119 -1.741841 -8.332164 0.0 0.0 -0.2
C -3.660938 -1.573412 -7.030222 -0.2 0.0 -0.1
C -2.272078 -1.780404 -6.478422 0.2 -0.1 -0.1
O -2.122333 -1.588142 -5.289041 -0.1 -0.1 -0.1
O -4.562446 -1.215713 -6.132559 0.1 0.0 0.1
O -0.601280 -2.736540 -9.585512 0.0 0.0 -0.1
H -0.227738 -2.348543 -6.974526 0.0 0.0 0.0
H -4.927936 -1.595026 -8.740107 0.0 0.0 0.0
H -4.099168 -1.158601 -5.271392 0.0 0.0 0.0
H -1.078806 -2.773654 -10.436483 0.0 0.0 0.0
C 4.461984 -0.259918 6.574935 0.0 0.0 0.1
C 4.789926 0.337811 5.420303 0.1 -0.1 0.2
C 3.845690 0.368177 4.247772 -0.6 -0.2 -0.2
O 4.201624 0.934378 3.234751 0.5 0.3 0.0
C 2.556973 -0.281602 4.373328 0.0 0.1 -0.1
C 2.231983 -0.878657 5.524457 -0.1 0.1 -0.3
C 3.162698 -0.900413 6.706334 0.2 0.1 0.1
O 2.778138 -1.456510 7.719588 -0.1 -0.1 0.0
O 1.068238 -1.493269 5.697499 -0.1 -0.2 0.3
O 5.949093 0.943012 5.204426 0.0 0.1 -0.1
H 5.129058 -0.289959 7.424593 0.0 0.0 0.0
H 1.896402 -0.266021 3.514666 0.0 0.0 0.0
H 1.068523 -1.863679 6.599873 0.1 0.1 0.0
H 5.905308 1.281903 4.287765 0.0 0.0 0.0
C -1.899457 -2.692199 4.764353 0.0 0.1 0.2
C -1.746122 -3.161649 3.513739 0.1 0.2 0.1
C -2.787013 -4.038924 2.860314 -0.3 -0.1 0.1
O -2.579922 -4.416522 1.724907 0.1 0.0 0.0
C -3.971802 -4.390469 3.628228 0.0 0.0 -0.1
C -4.115135 -3.916304 4.871474 -0.1 -0.1 -0.2
C -3.085566 -3.022357 5.514345 0.3 0.1 -0.2
O -3.323132 -2.634486 6.647712 -0.1 -0.1 0.1
O -5.161401 -4.183395 5.645456 0.0 0.0 0.1
O -0.690504 -2.887151 2.776390 0.0 -0.1 0.0
H -1.159941 -2.056136 5.225862 0.0 0.0 -0.1
H -4.706474 -5.030249 3.160495 0.0 0.0 0.0
H -4.995671 -3.703155 6.480545 0.0 0.1 0.0
H -0.816753 -3.305688 1.903543 0.0 0.1 -0.1
```
Forces are in eV/Å.

Values from the calculation:
energy = -5821.3374 a.u.
total charge = -1
M = 997.42 g mol⁻¹


> Which of these has the highest M?

C34H32BrINO21


> Which of these has the lowest M?

C2H6N4